The following is a DFT calculation (wB97M-V/def2-TZVPD) of a structure of composition C3H5N3.

ORCA input file:
```
! RIJCOSX wB97M-V def2-TZVPD def2/J DEFGRID3
* xyz 0 1
N 1.36 -1.08 -0.24
C 0.68 0.15 -0.20
C 0.25 0.72 1.02
C -1.10 0.80 1.06
N -1.80 0.33 -0.09
N -1.00 -0.12 -0.94
H 1.45 -1.41 0.71
H 2.27 -1.02 -0.65
H 1.03 0.95 -0.85
H -1.71 1.11 1.89
H -1.43 -0.43 -1.81
*
```

Output
DFT total energy: -281.43011 hartree
max |F|: 0.0105 Eh/bohr
HOMO: -8.44 eV
HOMO-LUMO gap: 8.44 eV
LUMO energy: 0.000 hartree
energy above the lowest of the compared OMol25 structures with the same formula, charge and spin: 4.352 eV

***

The following is a DFT calculation (wB97M-V/def2-TZVPD) of the molecule C3H5N3 at a distorted geometry.

ORCA input file:
```
! RIJCOSX wB97M-V def2-TZVPD def2/J DEFGRID3
* xyz 0 1
C 0.04 -1.32 -0.75
N -0.82 1.63 0.36
C -0.15 -0.55 0.51
N -1.17 0.36 0.58
C 1.35 -0.28 -0.25
N 2.36 0.29 -0.41
H -1.61 2.25 0.21
H 0.11 1.95 0.61
H 0.07 -1.07 1.45
H 0.16 -2.40 -0.65
H -0.34 -0.86 -1.65
*
```

Output
DFT total energy: -281.37777 hartree
max |F|: 0.0900 Eh/bohr
HOMO (alpha / beta): -8.06 / -7.41 eV
HOMO-LUMO gap (alpha / beta): 7.77 / 7.88 eV
LUMO energy (alpha / beta): -0.011 / 0.018 hartree
energy above the lowest of the compared OMol25 structures with the same formula, charge and spin: 5.776 eV

***

The following is a DFT calculation (wB97M-V/def2-TZVPD) of a cluster of 2 separate species, C3H5N3 in total at a distorted geometry.

ORCA input file:
```
! RIJCOSX wB97M-V def2-TZVPD def2/J DEFGRID3
* xyz 0 1
C 0.90 -0.03 -1.55
N -0.38 -0.30 -0.93
C -0.65 -0.85 0.11
N -1.03 -1.29 1.21
H 0.73 0.20 -2.60
H 1.37 0.83 -1.07
H 1.56 -0.89 -1.48
H -1.23 -2.28 1.22
C -0.41 1.56 1.75
N 0.35 2.07 1.04
H -1.10 1.04 2.37
*
```

Output
DFT total energy: -281.52737 hartree
max |F|: 0.0224 Eh/bohr
HOMO: -9.99 eV
HOMO-LUMO gap: 10.92 eV
LUMO energy: 0.034 hartree
energy above the lowest of the compared OMol25 structures with the same formula, charge and spin: 1.706 eV

***

The following is a DFT calculation (wB97M-V/def2-TZVPD) of the molecule C3H5N3 at a distorted geometry.

ORCA input file:
```
! RIJCOSX wB97M-V def2-TZVPD def2/J DEFGRID3
* xyz 0 1
C 0.01 1.42 -0.86
N -0.26 0.16 -0.18
C 0.69 -0.69 0.26
C 0.02 -1.50 1.15
N -1.28 -1.14 1.14
N -1.44 -0.13 0.33
H -0.69 1.55 -1.68
H -0.09 2.22 -0.13
H 1.04 1.42 -1.23
H 1.38 -0.85 -0.55
H 0.38 -2.27 1.82
*
```

Output
DFT total energy: -281.52244 hartree
max |F|: 0.0346 Eh/bohr
HOMO: -9.77 eV
HOMO-LUMO gap: 10.62 eV
LUMO energy: 0.031 hartree
energy above the lowest of the compared OMol25 structures with the same formula, charge and spin: 1.840 eV

***

The following is a DFT calculation (wB97M-V/def2-TZVPD) of the molecule C3H5N3 at a distorted geometry.

ORCA input file:
```
! RIJCOSX wB97M-V def2-TZVPD def2/J DEFGRID3
* xyz 0 1
N 1.63 -0.90 -0.05
C 0.40 -0.21 -0.18
C -0.06 0.83 0.58
C -1.46 0.81 0.42
N -1.82 -0.09 -0.48
N -0.68 -0.69 -0.85
H 1.81 -0.96 0.95
H 2.44 -0.45 -0.47
H 0.66 1.61 0.78
H -2.24 1.31 1.00
H -0.68 -1.25 -1.69
*
```

Output
DFT total energy: -281.54338 hartree
max |F|: 0.0259 Eh/bohr
HOMO: -9.08 eV
HOMO-LUMO gap: 10.00 eV
LUMO energy: 0.034 hartree
energy above the lowest of the compared OMol25 structures with the same formula, charge and spin: 1.270 eV

***

The following is a DFT calculation (wB97M-V/def2-TZVPD) of the molecule C3H5N3 at a distorted geometry.

ORCA input file:
```
! RIJCOSX wB97M-V def2-TZVPD def2/J DEFGRID3
* xyz 0 1
N 0.70 0.33 -1.53
C 0.23 0.06 -0.24
C 0.95 0.02 0.88
C -1.86 -0.51 2.09
N -1.71 -0.48 0.92
N -1.17 -0.19 -0.27
H 1.69 0.53 -1.54
H 0.17 1.05 -2.01
H 1.96 0.41 0.91
H 0.55 -0.41 1.79
H -1.50 -0.80 -1.01
*
```

Output
DFT total energy: -281.48144 hartree
max |F|: 0.0216 Eh/bohr
HOMO: -8.81 eV
HOMO-LUMO gap: 9.64 eV
LUMO energy: 0.030 hartree
energy above the lowest of the compared OMol25 structures with the same formula, charge and spin: 2.955 eV

***

The following is a DFT calculation (wB97M-V/def2-TZVPD) of a cluster of 2 separate species, C3H5N3 in total at a distorted geometry.

ORCA input file:
```
! RIJCOSX wB97M-V def2-TZVPD def2/J DEFGRID3
* xyz 0 1
C 0.84 1.15 0.60
N 0.92 0.11 -0.45
C 0.20 -0.95 -0.36
N -0.20 -2.07 -0.26
C -2.06 0.11 -0.07
N -2.69 -0.84 -0.34
H -0.21 1.48 0.63
H 1.53 1.95 0.33
H 1.13 0.71 1.55
H 1.08 0.43 -1.40
H -1.24 -2.11 -0.29
*
```

Output
DFT total energy: -281.46277 hartree
max |F|: 0.0226 Eh/bohr
HOMO: -9.34 eV
HOMO-LUMO gap: 9.31 eV
LUMO energy: -0.001 hartree
energy above the lowest of the compared OMol25 structures with the same formula, charge and spin: 3.463 eV

***

The following is a DFT calculation (wB97M-V/def2-TZVPD) of the molecule C3H5N3 at a distorted geometry.

ORCA input file:
```
! RIJCOSX wB97M-V def2-TZVPD def2/J DEFGRID3
* xyz 0 1
H 1.63 3.37 0.79
N 1.04 2.67 1.28
N 1.17 1.64 0.58
N 0.46 0.70 0.68
C -0.20 -0.24 0.15
C -0.29 -1.67 -0.01
C -0.95 -0.71 -0.99
H 0.64 -2.23 -0.38
H -0.89 -2.35 0.66
H -1.97 -0.73 -0.85
H -0.63 -0.47 -1.93
*
```

Output
DFT total energy: -281.38980 hartree
max |F|: 0.1472 Eh/bohr
HOMO: -8.54 eV
HOMO-LUMO gap: 9.17 eV
LUMO energy: 0.023 hartree
energy above the lowest of the compared OMol25 structures with the same formula, charge and spin: 5.449 eV

***

The following is a DFT calculation (wB97M-V/def2-TZVPD) of the molecule C3H5N3 at a distorted geometry.

ORCA input file:
```
! RIJCOSX wB97M-V def2-TZVPD def2/J DEFGRID3
* xyz 0 1
N 1.51 -0.69 0.40
C 0.34 -0.03 0.00
C 0.24 1.08 -0.73
C -2.94 0.36 -0.13
N -1.97 -0.18 0.28
N -0.78 -0.73 0.53
H 2.34 -0.23 0.04
H 1.52 -1.67 0.15
H 1.12 1.49 -1.22
H -0.70 1.59 -0.85
H -0.68 -0.97 1.52
*
```

Output
DFT total energy: -281.48437 hartree
max |F|: 0.0220 Eh/bohr
HOMO: -8.90 eV
HOMO-LUMO gap: 9.72 eV
LUMO energy: 0.030 hartree
energy above the lowest of the compared OMol25 structures with the same formula, charge and spin: 2.876 eV

***

The following is a DFT calculation (wB97M-V/def2-TZVPD) of the molecule C3H5N3.

ORCA input file:
```
! RIJCOSX wB97M-V def2-TZVPD def2/J DEFGRID3
* xyz 0 1
C 1.85 -0.57 -0.15
N 0.86 -1.36 -0.12
C -0.49 -0.83 0.01
C -0.69 0.64 0.01
N -0.18 1.77 0.15
N -1.71 1.58 -0.27
H 2.84 -1.01 -0.26
H 1.78 0.52 -0.08
H -0.92 -1.23 0.94
H -1.10 -1.24 -0.80
H -2.25 1.73 0.59
*
```

Output
DFT total energy: -281.44664 hartree
max |F|: 0.0099 Eh/bohr
HOMO: -9.76 eV
HOMO-LUMO gap: 10.67 eV
LUMO energy: 0.034 hartree
energy above the lowest of the compared OMol25 structures with the same formula, charge and spin: 3.902 eV

***

The following is a DFT calculation (wB97M-V/def2-TZVPD) of the molecule C3H5N3 at a distorted geometry.

ORCA input file:
```
! RIJCOSX wB97M-V def2-TZVPD def2/J DEFGRID3
* xyz 0 1
C -1.64 -0.32 0.08
N -0.19 -0.11 0.02
C 0.44 1.07 -0.04
N 1.76 0.94 -0.10
C 1.94 -0.40 -0.08
N 0.90 -1.16 -0.01
H -1.97 -0.88 -0.80
H -1.88 -0.89 0.98
H -2.17 0.64 0.11
H -0.07 2.03 -0.04
H 2.89 -0.93 -0.12
*
```

Output
DFT total energy: -281.55811 hartree
max |F|: 0.0774 Eh/bohr
HOMO: -10.17 eV
HOMO-LUMO gap: 11.04 eV
LUMO energy: 0.032 hartree
energy above the lowest of the compared OMol25 structures with the same formula, charge and spin: 0.869 eV

***

The following is a DFT calculation (wB97M-V/def2-TZVPD) of a structure of composition C3H5N3 at a distorted geometry.

ORCA input file:
```
! RIJCOSX wB97M-V def2-TZVPD def2/J DEFGRID3
* xyz 0 1
C -1.73 0.10 0.04
C -0.27 -0.28 0.21
C 0.77 0.47 -0.36
N 1.95 -0.11 -0.05
N 1.90 -1.18 0.67
N 0.11 -1.32 0.89
H -1.96 0.05 -1.02
H -1.85 1.12 0.42
H -2.44 -0.54 0.58
H 0.71 1.36 -0.96
H 2.81 0.33 -0.41
*
```

Output
DFT total energy: -281.46895 hartree
max |F|: 0.0947 Eh/bohr
HOMO (alpha / beta): -8.72 / -8.72 eV
HOMO-LUMO gap (alpha / beta): 9.41 / 9.41 eV
LUMO energy (alpha / beta): 0.025 / 0.025 hartree
energy above the lowest of the compared OMol25 structures with the same formula, charge and spin: 3.295 eV

***

The following is a DFT calculation (wB97M-V/def2-TZVPD) of the molecule C3H5N3.

ORCA input file:
```
! RIJCOSX wB97M-V def2-TZVPD def2/J DEFGRID3
* xyz 0 1
H 2.28 0.08 -1.10
N 2.04 0.14 -0.10
C 0.78 0.09 0.02
C -0.29 0.07 -1.04
N -1.54 -0.31 -0.38
C -1.27 -0.30 0.87
N 0.04 0.02 1.21
H -0.39 1.11 -1.41
H -0.04 -0.58 -1.90
H -1.96 -0.57 1.66
H 0.34 0.25 2.16
*
```

Output
DFT total energy: -281.57129 hartree
max |F|: 0.0149 Eh/bohr
HOMO: -9.13 eV
HOMO-LUMO gap: 10.03 eV
LUMO energy: 0.033 hartree
energy above the lowest of the compared OMol25 structures with the same formula, charge and spin: 0.510 eV

***

The following is a DFT calculation (wB97M-V/def2-TZVPD) of the molecule C3H5N3 at a distorted geometry.

ORCA input file:
```
! RIJCOSX wB97M-V def2-TZVPD def2/J DEFGRID3
* xyz 0 1
N 1.90 -0.20 0.50
C 0.54 -0.07 0.21
C -0.44 0.37 1.08
N -1.57 0.44 0.09
N -1.29 -0.02 -1.22
C -0.02 -0.31 -1.10
H 2.29 -1.10 0.23
H 2.06 -0.06 1.50
H -1.53 1.49 0.26
H -2.47 0.14 0.43
H 0.52 -0.69 -1.97
*
```

Output
DFT total energy: -281.44374 hartree
max |F|: 0.0465 Eh/bohr
HOMO: -8.18 eV
HOMO-LUMO gap: 9.13 eV
LUMO energy: 0.035 hartree
energy above the lowest of the compared OMol25 structures with the same formula, charge and spin: 3.981 eV

***

The following is a DFT calculation (wB97M-V/def2-TZVPD) of the molecule C3H5N3 at a distorted geometry.

ORCA input file:
```
! RIJCOSX wB97M-V def2-TZVPD def2/J DEFGRID3
* xyz 0 1
N -1.72 -0.40 -0.27
C -0.40 -0.06 0.03
C 0.14 1.26 0.23
N 1.45 1.26 0.26
N 1.85 -0.06 0.14
C 0.69 -0.86 0.07
H -2.40 0.24 0.10
H -1.93 -1.35 -0.03
H -0.42 2.18 0.33
H 1.89 -0.31 -0.89
H 0.84 -1.92 0.02
*
```

Output
DFT total energy: -281.51133 hartree
max |F|: 0.0413 Eh/bohr
HOMO: -8.52 eV
HOMO-LUMO gap: 9.40 eV
LUMO energy: 0.032 hartree
energy above the lowest of the compared OMol25 structures with the same formula, charge and spin: 2.142 eV

***

The following is a DFT calculation (wB97M-V/def2-TZVPD) of the molecule C3H5N3.

ORCA input file:
```
! RIJCOSX wB97M-V def2-TZVPD def2/J DEFGRID3
* xyz 0 1
C -0.29 1.45 -0.54
N 0.16 -1.44 0.95
C -0.78 0.15 -0.81
C 0.35 -0.64 -0.17
N 0.85 0.93 0.21
N -0.21 1.30 0.95
H -0.32 2.40 -1.05
H -0.35 -0.94 1.68
H 1.02 -1.85 1.30
H -1.42 -0.19 -1.63
H 0.99 -1.15 -0.90
*
```

Output
DFT total energy: -281.38397 hartree
max |F|: 0.0111 Eh/bohr
HOMO (alpha / beta): -8.18 / -8.35 eV
HOMO-LUMO gap (alpha / beta): 8.06 / 8.24 eV
LUMO energy (alpha / beta): -0.004 / -0.004 hartree
energy above the lowest of the compared OMol25 structures with the same formula, charge and spin: 5.608 eV

***

The following is a DFT calculation (wB97M-V/def2-TZVPD) of the molecule C3H5N3 at a distorted geometry.

ORCA input file:
```
! RIJCOSX wB97M-V def2-TZVPD def2/J DEFGRID3
* xyz 0 1
H -2.38 1.56 0.05
N -1.38 1.50 0.07
C -0.82 0.35 -0.03
C -1.42 -0.87 -0.56
N -1.95 -1.80 -1.00
N 0.44 0.39 0.45
C 1.58 -0.47 0.13
H 0.36 1.42 0.66
H 1.24 -1.48 -0.12
H 2.17 -0.10 -0.71
H 2.24 -0.55 1.00
*
```

Output
DFT total energy: -281.53197 hartree
max |F|: 0.0437 Eh/bohr
HOMO: -9.46 eV
HOMO-LUMO gap: 9.94 eV
LUMO energy: 0.018 hartree
energy above the lowest of the compared OMol25 structures with the same formula, charge and spin: 1.580 eV

***

The following is a DFT calculation (wB97M-V/def2-TZVPD) of the molecule C3H5N3.

ORCA input file:
```
! RIJCOSX wB97M-V def2-TZVPD def2/J DEFGRID3
* xyz 0 1
H 1.63 -1.91 0.52
N 0.71 -1.92 0.08
C 0.25 -0.74 0.02
C 0.74 0.61 0.54
N -0.13 1.63 -0.03
C -1.08 0.98 -0.59
N -0.97 -0.40 -0.54
H 0.58 0.58 1.63
H 1.80 0.82 0.37
H -1.92 1.44 -1.09
H -1.61 -1.08 -0.93
*
```

Output
DFT total energy: -281.57536 hartree
max |F|: 0.0078 Eh/bohr
HOMO: -9.08 eV
HOMO-LUMO gap: 10.01 eV
LUMO energy: 0.034 hartree
energy above the lowest of the compared OMol25 structures with the same formula, charge and spin: 0.400 eV

***

The following is a DFT calculation (wB97M-V/def2-TZVPD) of the ion C3H5N3 with charge +2 at a distorted geometry.

ORCA input file:
```
! RIJCOSX wB97M-V def2-TZVPD def2/J DEFGRID3
* xyz 2 1
C -0.79 -0.80 -2.35
N -0.04 -0.67 -1.51
C 0.43 -0.72 -0.21
C 0.66 0.67 0.47
N -0.04 1.04 1.41
N -0.75 1.67 2.08
H -1.34 -0.92 -3.27
H -0.18 -1.58 0.36
H 1.50 -1.05 -0.39
H 1.67 0.99 0.39
H -1.11 1.36 3.04
*
```

Output
DFT total energy: -280.70223 hartree
max |F|: 0.0632 Eh/bohr
HOMO: -21.02 eV
HOMO-LUMO gap: 10.12 eV
LUMO energy: -0.401 hartree
energy above the lowest of the compared OMol25 structures with the same formula, charge and spin: 2.308 eV

***

The following is a DFT calculation (wB97M-V/def2-TZVPD) of the molecule C3H5N3O at a distorted geometry.

ORCA input file:
```
! RIJCOSX wB97M-V def2-TZVPD def2/J DEFGRID3
* xyz 0 1
N -0.38 -0.54 1.09
C -1.43 0.25 1.30
C 0.33 -0.13 -0.10
N 1.66 -0.49 -0.15
C -0.99 1.44 0.47
O -0.74 -0.81 -1.19
N 0.07 1.26 -0.23
H -0.67 -0.39 -2.06
H -0.36 -1.50 1.40
H 2.18 -0.01 -0.87
H 1.82 -1.48 -0.14
H -1.50 2.40 0.47
*
```

Output
DFT total energy: -356.71215 hartree
max |F|: 0.0485 Eh/bohr
HOMO: -8.83 eV
HOMO-LUMO gap: 8.38 eV
LUMO energy: -0.017 hartree
energy above the lowest of the compared OMol25 structures with the same formula, charge and spin: 3.952 eV